DFT (ωB97M-V with the def2-TZVPD basis set) results for a molecular structure, C61H57N4Ru at a distorted geometry.

The geometry in XYZ format:
```
123
C61H57N4Ru | OMol25 | ωB97M-V with the def2-TZVPD basis set
Ru 0.33010 -0.87977 0.13736
N -0.92626 -0.38782 1.64012
N -1.25068 -1.52905 -0.96857
N 1.82830 -0.99172 1.50537
N 1.51944 -1.94494 -1.11984
C 3.36848 -2.79821 -2.16545
C -3.04201 -1.17426 0.67092
C 4.79240 -3.96325 1.95358
C 0.38251 -1.33962 -6.71574
C 2.45034 -2.55775 -3.12695
C 3.36100 -2.57348 0.38757
C -0.10540 -2.21002 -4.50852
C 0.76631 1.36944 6.92739
C -2.95624 3.46461 1.12065
C 0.74761 0.35605 3.26204
C 1.16762 1.51494 -0.47036
C -1.72734 1.51627 -3.46136
C -2.53741 -2.22956 -2.71898
C -1.76753 0.41610 3.61724
C 1.86220 -0.22122 2.64525
C 0.57814 2.38503 0.53399
C 2.76899 -2.44157 -0.89591
C 1.25975 -2.08586 -2.46107
C 1.74199 2.28536 4.50222
C 5.63652 -5.03047 2.21980
C -2.33826 3.66892 -2.45045
C -5.44607 -0.43120 0.55728
C -0.01447 -2.03748 -3.02720
C 3.62950 1.38505 0.17438
C 5.98735 -5.92249 1.21956
C 5.42903 -5.75532 -0.03648
C -6.26708 -2.71946 1.89717
C 3.01442 -1.66665 1.41856
C -7.20725 -1.77464 1.50531
C -2.81257 -0.07622 2.92120
C 2.60865 1.71535 -0.90675
C 3.86477 -1.24192 2.50954
C -1.20083 -1.91481 -2.27551
C -2.28233 -0.58102 1.67493
C 1.98990 3.00238 5.66483
C 2.95655 0.94835 -2.17901
C -3.36206 -2.08039 -1.65240
C -0.24006 -2.43675 -7.29721
C -0.78538 -3.42289 -6.48768
C -1.22557 5.19224 0.49886
C -4.92061 -2.51913 1.61955
C 2.71819 3.22103 -1.22631
C -0.68155 2.73975 0.17269
C -4.49881 -1.37392 0.94708
C -2.55439 -1.60631 -0.56230
C -1.45093 3.75741 1.02252
C 4.29374 -3.70778 0.66438
C -0.98528 2.00991 -1.09100
C -0.89263 3.75333 2.45797
C 0.99273 1.10817 4.53093
C -0.57576 0.16782 2.83187
C -3.43705 1.55304 -1.68930
C -2.10651 2.18370 -2.12825
C 0.45084 -1.22964 -5.33299
C 0.12204 1.20025 -1.37383
C 3.17129 -0.34140 3.24036
C -0.71940 -3.31060 -5.10427
C 4.58543 -4.68739 -0.30071
C 0.51663 0.65562 5.76211
C 1.49782 2.54835 6.88285
C -6.79356 -0.63064 0.83439
H -1.61462 5.35576 -0.50372
H -4.17770 1.67414 -2.48736
H -1.50812 4.40742 3.08082
H 6.64284 -6.75969 1.42770
H -4.18278 -3.25407 1.92544
H -6.58094 -3.61441 2.42276
H -1.12013 -4.10041 -4.47813
H 5.99864 -5.18012 3.22993
H 0.93627 -0.37147 -4.87739
H 2.35614 1.29366 -3.02780
H 2.56004 -2.72846 -4.18833
H 1.95935 3.52021 -1.95864
H 3.72174 0.30991 0.29976
H 1.11650 2.78904 1.38297
H -3.30827 0.48775 -1.50859
H -2.88190 4.18064 -1.65886
H -3.85182 -0.10217 3.21579
H -3.39280 4.05742 1.92977
H -0.81533 1.95031 -3.88475
H 0.28119 0.71591 -2.32196
H 1.68748 3.10754 7.79107
H -7.52080 0.11315 0.52720
H -0.15559 5.41898 0.48622
H -0.29455 -2.52424 -8.37611
H 3.35735 1.82629 1.13925
H -1.39031 4.18918 -2.61697
H -1.80293 0.88263 4.59027
H -0.90544 2.75346 2.89578
H -8.25740 -1.92997 1.72022
H -3.13527 2.40817 1.34201
H -0.03287 -0.27798 5.80848
H 2.80394 -0.11878 -2.04999
H 4.89468 -1.52551 2.64942
H 2.13499 2.64057 3.55384
H 4.38144 -3.13675 -2.31411
H -1.71664 5.90344 1.17201
H -3.83362 2.01104 -0.78399
H 2.56523 3.91972 5.61881
H -1.59123 0.43930 -3.35312
H 3.70738 3.43157 -1.64434
H 3.51201 0.18084 4.12270
H -2.53896 1.67579 -4.17741
H 5.62589 -6.48039 -0.81737
H 0.12998 4.13789 2.49965
H 4.11205 -4.64833 -1.26523
H -2.93626 3.74974 -3.36236
H 0.81288 -0.56558 -7.33887
H -1.25850 -4.28965 -6.93412
H 0.39854 0.99488 7.87629
H 4.01019 1.11280 -2.42690
H -4.42941 -2.24867 -1.61039
H 4.48013 -3.35221 2.78199
H -3.48741 3.73184 0.20804
H -2.81531 -2.53051 -3.71795
H 2.58550 3.83313 -0.33052
H -5.12350 0.46475 0.03537
H 4.60872 1.77867 -0.11568
```

As for the expectation value of S²: 0.82. The value obtained for the orbital gap (spin up / spin down) is 5.444 / 5.343 eV. The spin multiplicity is 2. As for the LUMO energy (spin up / spin down): -1.24 / -1.41 eV. As for the net charge: 0. Its maximum force is 2.2 eV/Å.